Entry 1:
{
  "formula": "C30H19F3MgN6",
  "method": "ωB97M-V with the def2-TZVPD basis set",
  "elements": ["Mg", "F", "F", "F", "N", "N", "N", "N", "N", "N", "C", "C", "C", "C", "C", "C", "C", "C", "C", "C", "C", "C", "C", "C", "C", "C", "C", "C", "C", "C", "C", "C", "C", "C", "C", "C", "C", "C", "C", "C", "H", "H", "H", "H", "H", "H", "H", "H", "H", "H", "H", "H", "H", "H", "H", "H", "H", "H", "H"],
  "coordinates": [[-0.231, 0.563, -0.591], [6.911, 3.524, 0.705], [7.523, 2.193, 2.294], [8.097, 1.775, 0.242], [-3.256, -6.217, -0.832], [-3.593, -2.140, -1.408], [-2.892, 1.404, 0.407], [-2.143, -0.364, -0.950], [-1.600, 1.779, 0.251], [0.818, 2.414, -0.483], [7.086, 2.214, 1.017], [-5.863, -2.280, -0.551], [-6.710, -0.462, 0.778], [3.423, 0.032, 0.445], [5.616, 0.716, -0.353], [2.613, 3.987, -0.757], [0.594, 4.689, 0.322], [-6.888, -1.706, 0.177], [2.051, 2.745, -0.908], [-1.245, 3.032, 0.517], [-2.418, -1.509, -1.488], [-4.458, -0.357, -0.068], [3.680, 0.747, 1.654], [1.091, -1.083, -0.067], [-2.393, -5.495, -0.590], [0.538, -3.274, -1.084], [-4.661, -1.596, -0.672], [2.210, -0.570, 0.229], [-0.326, -4.345, -1.227], [-5.506, 0.205, 0.662], [-1.381, -4.516, -0.329], [-1.507, -3.646, 0.758], [-0.643, -2.581, 0.893], [4.440, 0.034, -0.553], [-3.151, 0.284, -0.188], [0.065, 3.391, 0.132], [0.365, -2.340, -0.052], [4.859, 1.421, 1.832], [5.840, 1.418, 0.832], [1.854, 4.985, -0.116], [-7.518, -0.018, 1.345], [-5.347, 1.165, 1.133], [-3.673, -3.071, -1.786], [1.338, -3.126, -1.798], [3.616, 4.171, -1.113], [-2.309, -3.792, 1.471], [2.615, 1.951, -1.381], [-0.201, -5.040, -2.047], [-0.020, 5.430, 0.815], [-5.980, -3.251, -1.017], [2.261, 5.978, 0.027], [2.919, 0.761, 2.423], [-1.644, -2.029, -2.042], [5.032, 1.964, 2.752], [-1.942, 3.745, 0.942], [-0.774, -1.884, 1.712], [-7.830, -2.228, 0.281], [6.375, 0.708, -1.124], [4.274, -0.506, -1.476]],
  "atomic_forces_ev_per_a": [[0.195, 0.415, 0.159], [0.018, -0.074, 0.019], [-0.010, 0.010, -0.063], [-0.030, 0.032, 0.042], [0.010, -0.011, -0.009], [-0.047, 0.015, 0.027], [-0.077, -0.116, -0.024], [-0.117, -0.251, -0.111], [-0.220, 0.059, -0.038], [0.069, 0.110, -0.195], [0.040, 0.040, 0.005], [0.061, 0.026, -0.012], [-0.020, -0.010, 0.003], [-0.032, 0.322, 0.167], [0.013, 0.005, -0.027], [0.019, -0.002, 0.014], [-0.019, -0.024, 0.024], [-0.034, 0.001, 0.017], [0.003, -0.039, 0.054], [-0.009, -0.036, 0.013], [0.012, 0.014, 0.011], [-0.099, 0.044, 0.070], [-0.037, -0.047, -0.072], [-0.332, 0.062, -0.125], [-0.061, -0.039, 0.065], [-0.009, -0.071, -0.062], [0.045, -0.021, -0.035], [0.244, -0.538, -0.074], [0.055, 0.062, 0.007], [0.031, -0.037, -0.040], [0.056, 0.028, -0.048], [-0.002, -0.009, 0.015], [-0.032, 0.030, 0.069], [-0.021, -0.023, 0.010], [0.126, 0.192, 0.083], [0.033, -0.018, 0.016], [0.227, -0.059, 0.065], [0.037, 0.021, -0.017], [-0.054, -0.022, 0.032], [-0.018, -0.032, -0.007], [0.001, -0.001, 0.000], [0.005, 0.001, -0.001], [-0.018, 0.013, -0.001], [-0.005, -0.002, -0.003], [-0.004, 0.013, 0.008], [-0.003, -0.008, -0.002], [0.000, -0.010, -0.019], [-0.010, 0.001, -0.004], [0.008, 0.006, -0.001], [-0.021, 0.006, -0.001], [0.009, -0.004, 0.000], [0.010, -0.001, 0.010], [-0.007, -0.008, -0.013], [0.017, 0.004, -0.006], [0.004, 0.003, 0.001], [-0.004, -0.009, -0.004], [0.006, -0.007, -0.008], [0.006, 0.003, 0.009], [-0.006, -0.009, 0.009]],
  "nbo_charge": [1.7125, -0.3355, -0.3283, -0.3279, -0.3291, -0.5716, -0.2734, -0.7028, -0.5876, -0.6877, 0.9642, -0.2590, -0.2149, -0.2202, -0.1935, -0.3135, -0.2277, -0.1854, 0.0748, -0.0302, 0.3606, -0.1289, -0.1961, -0.5824, 0.2794, -0.1887, 0.2188, 0.1777, -0.1757, -0.1517, -0.2455, -0.1599, -0.1878, -0.2169, 0.2965, 0.1159, -0.0617, -0.1901, -0.1379, -0.1680, 0.2208, 0.2413, 0.4268, 0.2171, 0.2266, 0.2306, 0.1988, 0.2293, 0.2166, 0.2234, 0.2172, 0.2173, 0.2102, 0.2257, 0.1953, 0.2203, 0.2218, 0.2263, 0.2135],
  "e_above_lowest_ev": 0.181,
  "lumo_ev": [-0.53, -0.51],
  "charge": 0,
  "gap_ev": [5.255, 5.361],
  "total_energy_ha": -1982.85462
}


Entry 2:
{
  "formula": "C3H2N2O2",
  "method": "ωB97M-V with the def2-TZVPD basis set",
  "elements": ["O", "O", "N", "N", "C", "C", "C", "H", "H"],
  "coordinates": [[-2.073, 1.301, 0.867], [1.526, -0.884, -1.141], [1.152, 0.441, -1.835], [0.172, 0.963, -1.130], [-0.169, 0.189, -0.089], [0.514, -0.927, -0.237], [-0.996, 0.552, 0.887], [0.422, -1.580, 0.653], [-0.550, -0.056, 2.024]],
  "atomic_forces_ev_per_a": [[6.181, -3.889, 0.036], [-4.006, 1.236, 0.642], [-2.716, 1.137, 2.977], [4.040, -0.161, -4.463], [2.022, 0.023, -4.982], [3.459, -2.394, 2.420], [-8.006, 2.877, 7.582], [0.837, -0.690, -1.326], [-1.810, 1.860, -2.886]],
  "nbo_charge": [-0.4785, -0.3083, 0.1309, -0.1171, -0.2067, 0.2404, 0.4192, 0.2216, 0.0987],
  "e_above_lowest_ev": 4.838,
  "lumo_ev": -1.05,
  "charge": 0,
  "gap_ev": 9.640,
  "total_energy_ha": -375.33373
}


Entry 3:
{
  "formula": "C25H34N2O6",
  "method": "ωB97M-V with the def2-TZVPD basis set",
  "elements": ["O", "O", "O", "O", "O", "O", "N", "N", "C", "C", "C", "C", "C", "C", "C", "C", "C", "C", "C", "C", "C", "C", "C", "C", "C", "C", "C", "C", "C", "C", "C", "C", "C", "H", "H", "H", "H", "H", "H", "H", "H", "H", "H", "H", "H", "H", "H", "H", "H", "H", "H", "H", "H", "H", "H", "H", "H", "H", "H", "H", "H", "H", "H", "H", "H", "H", "H"],
  "coordinates": [[2.159, -3.107, -5.239], [-2.454, 3.461, 4.568], [-0.311, 3.619, 1.368], [1.639, -2.526, -0.235], [-1.200, 1.640, 5.823], [2.594, -4.081, -2.658], [0.898, 1.978, 3.259], [-2.916, 0.553, -1.094], [-0.032, 3.032, 3.874], [-1.013, 1.215, -3.052], [0.018, 2.645, 0.989], [2.019, -2.563, -6.449], [0.935, -0.308, -3.106], [1.575, -2.025, -1.766], [1.670, 1.089, 4.339], [-3.798, -0.254, -1.885], [0.779, -0.082, -0.725], [1.795, -2.732, -2.872], [-1.561, 0.346, -1.659], [1.786, -2.292, -4.193], [0.240, 1.098, -3.417], [-2.186, 0.958, 5.989], [0.858, -0.730, -1.940], [-0.783, 1.876, 0.034], [-0.712, 0.775, -0.709], [1.698, 0.867, 1.496], [1.697, -5.475, -3.095], [-2.144, 4.237, 5.547], [1.785, -3.811, -0.050], [1.914, 0.081, 0.294], [1.066, -1.156, -4.257], [0.796, 1.618, 2.025], [-1.385, 2.481, 4.422], [0.534, 3.215, 4.843], [-1.783, 2.303, 0.000], [2.842, 1.646, 4.360], [0.546, 1.339, -4.242], [-1.262, -0.753, -2.017], [-2.909, 1.491, 6.158], [-1.449, 5.035, 5.080], [1.037, -4.408, -0.562], [1.380, 0.094, 3.981], [-1.591, 3.888, 6.318], [-2.004, 0.350, 6.911], [2.544, -4.405, -0.318], [2.624, -1.832, -6.481], [2.852, 0.609, 1.996], [-3.979, -0.013, -2.998], [-3.154, 1.458, -1.063], [-1.542, 2.064, -2.921], [-0.267, 3.882, 3.385], [0.930, -0.628, -5.335], [0.858, -2.520, -6.752], [-1.602, 0.498, -3.862], [2.732, -0.141, 0.015], [1.234, 1.304, 5.283], [1.995, -5.315, -4.184], [0.640, 1.685, -2.637], [-4.862, -0.085, -1.486], [-2.337, 0.198, 5.291], [-3.092, 4.765, 5.698], [2.429, -3.425, -7.042], [-3.597, -1.289, -1.876], [1.645, -3.881, 1.100], [2.220, -6.089, -2.715], [-1.625, 1.653, 3.562], [0.588, -5.118, -3.113]],
  "atomic_forces_ev_per_a": [[-0.307, -0.664, 5.350], [1.202, -7.494, -4.187], [-2.655, 12.641, 3.306], [0.479, 5.424, -5.997], [10.369, 8.992, -5.927], [-3.452, 0.558, -0.757], [-1.533, 1.810, 5.685], [2.119, -5.440, -2.653], [1.956, -3.994, 5.524], [-11.659, -7.137, -0.265], [1.770, -14.645, -1.219], [-5.572, -6.896, -3.231], [-4.137, 3.874, -9.567], [-2.492, 0.072, 3.632], [1.293, 3.804, -2.942], [-4.341, 1.831, -1.093], [-0.903, 5.453, 5.358], [4.786, -6.558, 1.208], [-1.344, -1.705, -3.830], [-1.637, -1.006, -0.253], [6.548, -4.149, 8.768], [-0.649, -10.972, 2.952], [5.406, -6.883, 7.219], [-1.373, 0.534, -0.638], [10.263, -0.967, 4.488], [8.597, -5.979, -2.716], [-5.535, 14.260, -8.000], [0.029, 7.788, -0.533], [-3.669, -3.045, 3.935], [-17.335, 5.041, -0.222], [1.071, 3.771, -3.663], [-1.912, 3.714, -2.473], [-0.418, -3.016, -1.602], [-0.511, 0.683, -1.227], [0.108, 0.707, 0.017], [-3.206, -2.680, -0.211], [2.785, 3.165, -9.089], [-1.678, 2.081, 1.183], [-9.047, 5.053, 1.634], [-0.607, -0.241, 1.022], [-1.267, -0.084, 0.207], [1.382, -0.103, 0.390], [0.908, -1.581, 2.923], [-0.367, 0.198, -0.061], [4.310, -0.921, -0.970], [3.577, 6.199, -1.289], [-3.607, 1.076, -0.058], [0.874, 0.124, 1.239], [-1.149, 3.961, -0.062], [-1.045, 3.330, -0.096], [-0.036, 2.475, -1.926], [0.146, -1.239, 2.698], [2.555, 0.789, 0.417], [0.294, 1.988, 1.472], [10.831, -3.636, -3.193], [-0.486, 0.090, 0.690], [-0.573, -1.077, 1.178], [2.305, 1.445, 0.546], [1.324, -0.582, -0.313], [-0.834, -1.430, -1.893], [0.435, 0.228, 1.331], [-0.359, 1.191, -0.430], [0.534, -1.132, 0.505], [0.109, -0.496, -1.649], [5.755, -8.756, 5.823], [-0.449, 1.765, 2.426], [2.025, -1.609, 1.108]],
  "nbo_charge": [-0.4745, -0.5107, -0.5202, -0.4979, -0.5436, -0.6144, -0.3794, -0.6066, -0.2752, -0.3160, 0.6004, -0.2226, 0.0419, 0.2776, -0.4093, -0.4087, -0.0521, 0.2267, -0.1031, 0.2321, -0.4414, -0.1871, -0.1916, -0.3885, 0.0938, -0.3185, -0.2208, -0.2412, -0.2064, -0.0399, -0.2833, 0.0896, 0.3391, 0.2046, 0.1963, 0.2174, 0.2050, 0.2369, 0.1394, 0.1298, 0.1390, 0.2337, 0.1865, 0.1561, 0.1772, 0.1699, 0.1977, 0.1644, 0.3571, 0.2084, 0.2506, 0.2130, 0.1679, 0.1558, 0.1513, 0.2165, 0.2086, 0.2154, 0.1939, 0.1346, 0.1969, 0.1944, 0.1981, 0.1671, 0.1534, 0.1976, 0.2174],
  "smiles": "CN[C@H]1CCc2cc(OC)c(OC)c(OC)c2-c2ccc(N(C)CC(OC)OC)c(=O)cc21",
  "e_above_lowest_ev": 28.086,
  "lumo_ev": 0.33,
  "charge": 0,
  "gap_ev": 7.020,
  "total_energy_ha": -1532.99328
}


Entry 4:
{
  "formula": "C13H17O2",
  "method": "ωB97M-V with the def2-TZVPD basis set",
  "elements": ["O", "O", "C", "C", "C", "C", "C", "C", "C", "C", "C", "C", "C", "C", "C", "H", "H", "H", "H", "H", "H", "H", "H", "H", "H", "H", "H", "H", "H", "H", "H", "H"],
  "coordinates": [[-1.582, 2.092, 0.297], [0.428, 2.563, 1.259], [-0.394, -0.885, 1.578], [0.630, -0.689, 0.447], [-1.308, 0.202, -1.090], [2.649, 0.706, -1.005], [-2.043, 1.324, -0.666], [-3.578, -0.845, -0.672], [3.127, -0.337, 0.005], [-1.867, -1.095, 1.148], [1.210, 0.613, -1.628], [1.953, -0.338, 1.032], [-2.334, -0.660, -0.218], [-0.201, 1.892, 0.540], [0.167, 0.337, -0.534], [3.993, -0.063, 0.406], [-3.899, -0.348, -1.509], [1.241, -0.239, -2.359], [0.896, 1.509, -2.162], [2.300, -1.090, 1.743], [-1.998, -2.133, 1.076], [2.018, 0.587, 1.400], [3.197, -1.411, -0.225], [-4.152, -1.378, 0.002], [2.811, 1.662, -0.362], [0.555, -1.713, 0.032], [-2.348, -0.744, 2.025], [-1.229, -0.199, -2.037], [-0.205, -1.781, 2.271], [3.303, 0.729, -1.779], [-0.466, 0.084, 2.104], [-2.874, 1.650, -1.118]],
  "atomic_forces_ev_per_a": [[-1.401, -0.232, -0.750], [-0.594, -0.012, -0.213], [-0.683, 0.514, 0.398], [-1.652, -1.609, 1.168], [2.660, -0.719, 2.744], [-0.955, 1.400, 2.224], [2.663, 0.269, 1.487], [2.557, 0.469, 1.537], [-5.902, -2.051, -1.420], [1.608, -0.124, -0.943], [0.393, -0.726, 0.986], [2.782, -3.913, -1.266], [0.807, 1.501, 0.667], [2.204, -3.139, -1.845], [-1.482, 2.176, 1.062], [3.513, 1.313, 1.805], [-1.132, 0.567, -2.065], [-0.338, 0.588, 0.635], [0.459, 0.096, -0.179], [-0.702, 0.199, 0.585], [-0.475, -1.759, 0.234], [-0.567, 3.554, 2.146], [0.245, 0.423, -1.095], [-1.791, -1.165, 0.606], [-0.638, -1.119, -1.534], [0.896, 0.414, -0.789], [-1.572, 0.437, 0.221], [-0.692, -0.183, -2.301], [0.359, 1.734, -0.860], [2.000, 0.508, -2.509], [0.667, -0.622, 0.602], [-3.237, 1.212, -1.337]],
  "nbo_charge": [-0.4378, -0.4475, -0.3625, -0.3014, -0.3844, -0.3916, 0.4909, -0.2391, -0.3719, -0.4877, -0.4363, -0.3913, 0.0598, 0.7760, 0.0587, 0.2158, 0.2119, 0.2309, 0.2245, 0.2253, 0.2445, 0.2110, 0.1978, 0.2359, 0.2102, 0.2317, 0.2533, 0.2884, 0.2518, 0.2210, 0.1940, 0.2179],
  "e_above_lowest_ev": 2.094,
  "lumo_ev": -5.29,
  "charge": 1,
  "gap_ev": 8.294,
  "total_energy_ha": -655.62861
}